# 1
{"formula": "C5H8N2O", "method": "the ωB97M-V functional and the def2-TZVPD basis", "symbols": ["C", "C", "C", "C", "C", "N", "N", "O", "H", "H", "H", "H", "H", "H", "H", "H"], "xyz": [[2.112795, 1.925160, -0.761420], [1.891642, 0.922107, -1.667794], [0.021613, 0.236929, 0.388645], [0.437588, 0.878652, 1.576759], [-2.396846, -2.125792, -0.329042], [2.359104, 2.524578, 0.223358], [-0.874533, -0.598595, 0.306964], [-1.216773, -1.381503, -0.710478], [1.281466, 0.927852, -2.657520], [2.437653, 0.072214, -1.594695], [1.176148, 1.656381, 1.442959], [0.919430, 0.189873, 2.361526], [-0.293392, 1.429852, 2.078448], [-2.318437, -2.444278, 0.699050], [-2.407170, -2.933533, -1.105670], [-3.130289, -1.279897, -0.251089]], "atomic_forces_ev_per_a": [[0.670, 0.869, 1.994], [-3.372, 1.166, -2.504], [-0.472, -1.352, -1.467], [2.656, -0.150, 2.491], [0.263, 1.649, -0.498], [-0.054, -0.113, -2.001], [0.000, 0.488, 1.180], [0.675, -0.698, -1.035], [0.988, 0.681, 2.192], [1.772, -2.366, 0.523], [0.449, 0.053, -0.428], [-0.791, 0.584, -1.344], [-1.828, 0.563, 0.657], [0.377, -0.754, 0.139], [-0.863, 0.879, 0.909], [-0.469, -1.498, -0.808]], "e_above_lowest_kcal_mol": 170.20, "e_homo_ev": [-8.058, -8.853], "mol_weight_g_mol": 112.13}



# 2
{"formula": "C3H9NO4", "method": "the ωB97M-V functional and the def2-TZVPD basis", "symbols": ["N", "C", "C", "O", "C", "O", "O", "H", "H", "H", "H", "H", "H", "H", "O", "H", "H"], "xyz": [[0.802296, 1.224386, -0.872630], [-0.237443, 1.237145, 0.154246], [-1.492109, 0.684548, -0.524956], [-1.255433, -0.632201, -1.042541], [0.171531, 0.292778, 1.258473], [-0.401390, -0.642354, 1.756496], [1.443762, 0.566758, 1.661828], [0.694083, 0.473902, -1.538854], [1.715362, 1.294401, -0.455356], [-0.332869, 2.261431, 0.519813], [-1.690506, 1.213696, -1.460620], [-2.456170, 0.728110, -0.009357], [-1.013819, -1.144869, -0.258193], [1.731443, 0.220603, 2.511621], [0.688377, -2.084097, -1.920179], [0.707061, -2.355155, -0.997604], [-0.249051, -2.034464, -2.128253]], "atomic_forces_ev_per_a": [[-0.183, 0.924, 0.083], [-0.111, -0.945, -1.203], [-0.834, 0.115, -1.514], [-0.342, 0.326, 1.175], [1.375, -0.491, 1.743], [-0.807, 0.140, -0.519], [0.240, 1.307, -0.627], [0.239, -0.321, 0.273], [0.167, -0.228, -0.292], [-0.307, -0.164, 0.252], [0.290, 0.591, 0.286], [0.458, -0.058, 0.687], [-0.234, -0.236, -0.096], [-0.569, -0.614, 0.025], [0.473, -0.470, -0.159], [0.139, -0.062, -0.042], [0.006, 0.186, -0.074]], "e_above_lowest_kcal_mol": 14.34, "smiles": "N[C@@H](CO)C(=O)O.O", "e_homo_ev": -9.401, "mol_weight_g_mol": 123.11}



# 3
{"formula": "C4H12", "method": "the ωB97M-V functional and the def2-TZVPD basis", "symbols": ["C", "C", "H", "H", "H", "H", "H", "H", "C", "C", "H", "H", "H", "H", "H", "H"], "xyz": [[0.851207, -1.632247, 1.478533], [1.928149, -0.695871, 2.043857], [-0.088347, -1.109552, 1.622397], [1.214192, -1.636822, 0.445410], [0.735111, -2.608460, 1.938539], [2.711323, -1.303494, 2.538521], [1.624938, 0.019146, 2.787566], [2.594721, -0.352475, 1.229804], [-1.339954, 0.433596, -1.999098], [-1.494412, 1.850680, -1.525238], [-0.812742, 0.522021, -2.984179], [-0.954590, -0.182861, -1.183386], [-2.287083, -0.070668, -2.292840], [-2.048833, 2.526447, -2.166615], [-0.575154, 2.435709, -1.338210], [-2.058526, 1.804850, -0.595061]], "atomic_forces_ev_per_a": [[0.507, 1.441, -0.135], [2.234, -1.827, 0.440], [-0.391, -0.131, -0.664], [-1.221, -0.897, -0.124], [0.411, -0.076, -0.056], [-0.452, 0.018, 0.342], [-0.174, 0.593, -0.159], [-0.924, 0.887, 0.345], [-0.363, 0.025, -1.734], [-0.568, 0.971, 1.054], [0.362, -0.953, 1.095], [0.728, -0.055, -0.630], [0.195, 0.676, 0.390], [-0.346, -0.259, -0.484], [-0.028, -0.828, 0.050], [0.031, 0.413, 0.271]], "e_above_lowest_kcal_mol": 19.90, "smiles": "CC.CC", "e_homo_ev": -11.274, "mol_weight_g_mol": 60.14}